<P>
ORCA calculation (ωB97M-V/def2-TZVPD) on a gas-phase ion, C5H12N5 (charge +1).

Values from the calculation:
**HOMO level**: -0.4680 hartree
**Charge**: +1
**SMILES string**: NCCCCn1nnc[nH+]1
**LUMO energy**: -5.64 eV

Each atom is followed by the atoms it is bonded to, with distances in Å.
Geometry (Å):
1 H 0.8437 -1.6968 -0.0690  C15 1.193
2 H 2.6147 -1.2061 1.0893  N7 1.049
3 C 0.6127 1.3513 0.2768  C11 1.639, H13 1.194, C16 1.639, H19 1.190
4 H 3.1381 0.1664 0.2312  N7 1.049
5 H -0.0148 0.2603 -1.7509  C11 1.170
6 H 1.8206 -1.5998 -1.7014  C15 1.187
7 N 2.8686 -0.8433 0.1387  H2 1.049, H4 1.049, C15 1.526
8 H -1.1117 1.8960 1.7350  C16 1.192
9 N -3.2308 -0.8288 -0.8439  N10 1.413, C20 1.515
10 N -2.7712 0.5064 -0.7830  N9 1.413, N14 1.396
11 C 0.9130 0.4608 -1.0665  C3 1.639, H5 1.170, C15 1.670, H18 1.192
12 H -1.2688 2.6235 -0.0099  C16 1.179
13 H 1.0218 0.7263 1.2080  C3 1.194
14 N -1.7841 0.4262 0.2012  N10 1.396, C16 1.513, N22 1.386
15 C 1.5998 -1.0150 -0.6918  H1 1.193, H6 1.187, N7 1.526, C11 1.670
16 C -0.9718 1.6454 0.5781  C3 1.639, H8 1.192, H12 1.179, N14 1.513
17 H -2.5122 -2.8392 0.3833  C20 1.171
18 H 1.7040 1.0417 -1.7429  C11 1.192
19 H 1.2502 2.3563 0.2889  C3 1.190
20 C -2.4690 -1.6947 0.1382  N9 1.515, H17 1.171, N22 1.514
21 H -0.7675 -0.9633 1.5625  N22 1.044
22 N -1.4854 -0.7734 0.8279  N14 1.386, C20 1.514, H21 1.044



<Q>
ORCA calculation (ωB97M-V/def2-TZVPD) on 2 unconnected molecules or ions with the total composition C5H12N5.

Values from the calculation:
**HOMO level**: -0.4512 hartree
**Charge**: +1
**LUMO energy**: -2.67 eV

Each atom is followed by the atoms it is bonded to, with distances in Å.
Geometry (Å):
1 C -0.3085 -0.3386 0.4169  H2 1.082, N5 1.297, N21 1.316
2 H -0.9491 0.4789 0.1147  C1 1.082
3 N -0.0014 0.6666 -2.4801  C7 1.205, H9 1.009
4 H 1.3020 0.9215 0.6233  N5 1.083
5 N 0.9139 -0.0794 0.7658  C1 1.297, H4 1.083, H11 1.012
6 C -2.2074 -1.8050 -0.0002  H10 1.086, H12 1.091, H14 1.091, N21 1.448
7 C 0.5838 1.5278 -1.8742  N3 1.205, C15 1.314
8 H 2.1154 4.3468 0.3809  C13 1.086
9 H 0.3815 0.1186 -3.2361  N3 1.009
10 H -2.6799 -0.8899 -0.3457  C6 1.086
11 H 1.4932 -0.8534 1.0662  N5 1.012
12 H -2.7803 -2.2065 0.8372  C6 1.091
13 C 2.0654 3.3286 0.7565  H8 1.086, H17 1.078, N20 1.269
14 H -2.2153 -2.5333 -0.8131  C6 1.091
15 C 0.9986 2.5342 -1.1387  C7 1.314, H16 1.087, N20 1.378
16 H 0.9196 3.5276 -1.5729  C15 1.087
17 H 2.4730 3.1292 1.7340  C13 1.078
18 H -0.5152 -3.2275 1.4286  N22 1.020
19 H 0.2445 -3.1657 -0.0325  N22 1.019
20 N 1.5593 2.3622 0.1087  C13 1.269, C15 1.378
21 N -0.8439 -1.5403 0.4076  C1 1.316, C6 1.448, N22 1.401
22 N -0.0239 -2.6127 0.7801  H18 1.020, H19 1.019, N21 1.401



In order of decreasing stability: <Q>, <P>.



<P>
ORCA calculation (ωB97M-V/def2-TZVPD) on 2 unconnected molecules or ions with the total composition ClIO2P.

Values from the calculation:
**HOMO level**: -0.1244 hartree
**Charge**: -1
**LUMO energy**: 0.18 eV

Each atom is followed by the atoms it is bonded to, with distances in Å.
Geometry (Å):
1 O -0.9906 -0.6839 -0.9607  P2 1.482
2 P -0.0303 0.0509 -0.1032  O1 1.482, O3 1.464, Cl5 1.998
3 O -0.4084 1.1797 0.7490  P2 1.464
4 I 6.9100 0.0489 -0.0372  no bonds
5 Cl 1.4917 -1.0731 0.5386  P2 1.998



<Q>
ORCA calculation (ωB97M-V/def2-TZVPD) on a gas-phase ion, ClIO2P (charge -1).

Values from the calculation:
**HOMO level**: -0.2060 hartree
**Charge**: -1
**SMILES string**: O=[P@]([O-])(Cl)I
**LUMO energy**: 2.98 eV

Each atom is followed by the atoms it is bonded to, with distances in Å.
Geometry (Å):
1 P -0.2094 -0.2007 0.0084  I2 2.477, Cl3 2.139, O4 1.475, O5 1.501
2 I 2.2671 -0.2344 -0.0153  P1 2.477
3 Cl -0.5977 1.9030 0.0052  P1 2.139
4 O -0.6490 -0.7585 -1.2841  P1 1.475
5 O -0.8110 -0.7093 1.2857  P1 1.501



In order of decreasing stability: <Q>, <P>.



<P>
ORCA calculation (ωB97M-V/def2-TZVPD) on C5H4ClFO in the gas phase.

Values from the calculation:
**HOMO level**: -0.3634 hartree
**SMILES string**: C=CC(=O)/C(Cl)=C\F
**LUMO energy**: -0.06 eV

Each atom is followed by the atoms it is bonded to, with distances in Å.
Geometry (Å):
1 C -1.7957 -0.9268 -0.2166  C2 1.662, H3 1.188, C10 1.430
2 C -0.1390 -0.9022 -0.0852  C1 1.662, C6 1.476, O7 1.181
3 H -2.0828 -1.5576 -1.1811  C1 1.188
4 Cl 2.2638 0.0722 0.1721  C6 1.671
5 H -2.6493 0.3897 1.7153  C10 1.284
6 C 0.6140 0.3396 0.1799  C2 1.476, Cl4 1.671, C8 1.285
7 O 0.5793 -1.8172 -0.2903  C2 1.181
8 C 0.0360 1.4709 -0.0142  C6 1.285, H11 1.136, F12 1.376
9 H -3.7575 -0.6944 0.4567  C10 1.092
10 C -2.7557 -0.3001 0.6378  C1 1.430, H5 1.284, H9 1.092
11 H 0.6752 2.3891 0.1813  C8 1.136
12 F -1.2290 1.6328 -0.5318  C8 1.376



<Q>
ORCA calculation (ωB97M-V/def2-TZVPD) on C5H4ClFO in the gas phase.

Values from the calculation:
**HOMO level**: -0.3280 hartree
**SMILES string**: FC1=COC=C(Cl)C1
**LUMO energy**: 0.66 eV

Each atom is followed by the atoms it is bonded to, with distances in Å.
Geometry (Å):
1 C -0.7775 0.3118 -0.8723  F5 1.410, C7 1.361, C8 1.459
2 C 0.9377 -1.1879 0.7312  H9 1.054, O11 1.343, C12 1.335
3 Cl 1.0295 0.8578 2.4264  C12 1.734
4 H -0.2475 -1.0018 -2.3634  C7 1.079
5 F -1.6456 0.9323 -1.7935  C1 1.410
6 H 0.1127 1.9355 0.0856  C8 1.213
7 C -0.1885 -0.8392 -1.2980  C1 1.361, H4 1.079, O11 1.440
8 C -0.6118 1.0140 0.3961  C1 1.459, H6 1.213, H10 1.084, C12 1.605
9 H 1.7060 -1.5520 1.3537  C2 1.054
10 H -1.5724 1.1102 0.8883  C8 1.084
11 O 0.6899 -1.6573 -0.5025  C2 1.343, C7 1.440
12 C 0.5675 0.0765 0.9484  C2 1.335, Cl3 1.734, C8 1.605



In order of decreasing stability: <Q>, <P>.